C43H41N5O4SSeW | the ωB97M-V functional and the def2-TZVPD basis

Energy relative to the best compared isomer or geometry (same formula, charge and spin) (kcal/mol): 27.6
Highest occupied orbital energy (alpha / beta) (eV): -2.678 / -3.362
Multiplicity: 2
Energy (eV): -138906.735
Charge: -1
Gap between HOMO and LUMO (alpha / beta) (eV): 4.917 / 5.590
M (g mol⁻¹): 986.70

Last column: Mulliken spin population.
CARTESIAN COORDINATES (ANGSTROEM)
W  -0.146  0.176  0.092  -0.06
Se  -0.400  -1.607  -1.842  0.00
S  -2.944  -0.044  -0.072  0.05
O  1.079  1.924  -0.186  0.00
O  1.505  0.052  -1.077  0.08
O  -0.719  -1.383  1.120  0.17
O  -0.897  1.339  -1.456  -0.03
N  -1.974  1.189  -2.171  -0.01
N  1.439  -0.001  1.602  -0.02
N  -2.823  -3.197  -2.583  0.00
N  -0.833  1.438  1.663  -0.03
N  2.496  0.019  -3.579  0.00
C  -1.968  -3.866  2.182  0.16
C  -1.713  -2.772  4.357  0.11
C  2.448  1.987  -2.153  0.01
C  2.922  1.301  -3.285  -0.01
C  -1.344  -1.586  5.212  0.02
C  1.964  -4.225  -0.053  0.00
C  2.260  -2.309  1.376  -0.02
C  -4.224  1.059  -3.706  0.02
C  -1.487  3.095  3.040  -0.01
C  -1.026  -1.543  2.375  0.36
C  -2.190  -3.919  4.965  -0.09
C  6.691  -2.698  -3.969  0.00
C  -1.901  -2.583  -2.240  0.00
C  3.776  1.979  -4.167  0.00
C  1.397  -4.373  2.279  0.01
C  -0.248  2.642  3.504  0.02
C  1.294  0.820  2.569  0.06
C  1.790  -3.054  2.452  0.05
C  -3.071  1.686  -4.191  -0.01
C  3.201  -3.097  -5.373  0.00
C  0.133  1.632  2.626  -0.02
C  -4.214  0.511  -2.460  -0.01
C  1.658  1.314  -1.117  -0.01
C  4.603  -1.266  -3.777  0.01
C  2.344  -2.900  0.124  0.00
C  5.335  -0.347  -2.830  0.00
C  3.627  3.977  -2.834  0.00
C  -1.959  1.723  -3.396  0.01
C  2.623  -0.856  1.570  -0.01
C  1.484  -4.960  1.022  0.00
C  4.552  -3.287  -5.116  0.00
C  2.773  3.327  -1.966  0.00
C  -1.794  2.333  1.908  0.01
C  -3.068  -6.290  4.929  -0.01
C  -3.066  0.577  -1.634  0.01
C  3.250  -1.059  -4.083  0.00
C  -1.904  -3.868  0.680  0.01
C  -1.572  -2.722  2.936  -0.05
C  5.248  -2.397  -4.309  0.00
C  -2.443  -4.986  2.848  -0.10
C  2.554  -1.996  -4.852  0.00
C  -2.561  -5.049  4.235  0.17
C  4.141  3.287  -3.929  0.00
H  2.033  -4.673  -1.039  0.00
H  -2.254  -6.828  5.427  0.01
H  -2.304  -4.801  0.275  0.00
H  -1.942  -0.705  4.962  0.00
H  3.257  -0.534  0.743  0.00
H  -1.505  -1.820  6.266  0.00
H  0.316  2.997  4.356  0.00
H  -1.013  2.157  -3.687  0.00
H  2.654  -3.807  -5.980  0.00
H  -0.805  -0.712  3.031  0.14
H  6.815  -2.867  -2.897  0.00
H  -2.672  2.377  1.286  0.00
H  -0.291  -1.305  5.084  0.01
H  2.056  0.889  3.346  0.00
H  4.677  -0.029  -2.017  0.00
H  -2.481  -3.042  0.261  0.01
H  3.899  5.011  -2.664  0.00
H  -3.035  2.136  -5.173  0.00
H  7.357  -1.880  -4.254  0.00
H  1.727  -2.595  3.433  0.00
H  -2.280  -3.937  6.050  0.00
H  -5.079  0.002  -2.060  0.00
H  1.010  -4.936  3.121  0.00
H  2.359  3.826  -1.098  0.00
H  -0.880  -3.744  0.321  0.01
H  -3.533  -6.974  4.217  0.00
H  4.810  3.786  -4.619  0.00
H  -3.808  -6.042  5.695  0.01
H  2.709  -2.324  -0.720  0.00
H  -2.101  3.875  3.468  0.00
H  4.131  1.459  -5.048  0.00
H  3.182  -0.734  2.501  0.00
H  7.018  -3.600  -4.486  0.00
H  5.694  0.561  -3.323  0.00
H  1.167  -5.988  0.879  0.00
H  1.493  -1.846  -5.014  0.00
H  -5.116  1.004  -4.319  0.00
H  1.558  -0.230  -3.286  -0.01
H  6.196  -0.844  -2.388  0.00
H  5.068  -4.151  -5.522  0.00
H  -2.745  -5.846  2.253  0.00



C8H9O4S | the ωB97M-V functional and the def2-TZVPD basis

Energy relative to the best compared isomer or geometry (same formula, charge and spin) (kcal/mol): 16.7
Highest occupied orbital energy (eV): -4.616
Energy (eV): -27466.368
Charge: -1
Gap between HOMO and LUMO (eV): 7.621
M (g mol⁻¹): 201.22
SMILES: C[C@@]1(CC(=O)[O-])C=CC=CS1(=O)=O

Last column: natural (NBO) charge in e.
CARTESIAN COORDINATES (ANGSTROEM)
S  -0.973  1.263  -0.865  2.08
O  0.875  -1.420  2.663  -0.75
O  -2.358  1.609  -0.389  -0.95
O  0.041  -2.931  1.221  -0.77
O  -0.728  1.535  -2.282  -0.95
C  0.183  -1.813  1.722  0.80
C  -0.876  -1.461  -1.363  -0.63
C  -0.883  -0.639  1.070  -0.54
C  -0.369  -0.392  -0.354  -0.29
C  1.109  -0.328  -0.342  -0.11
C  1.367  2.017  0.429  -0.20
C  0.115  2.407  0.103  -0.45
C  1.827  0.717  0.099  -0.25
H  -0.581  -1.315  -2.369  0.21
H  2.806  0.622  0.321  0.20
H  -0.856  0.372  1.484  0.21
H  1.622  -1.287  -0.507  0.24
H  2.080  2.678  0.903  0.21
H  -1.899  -1.801  -1.485  0.23
H  -0.398  -2.404  -1.142  0.26
H  -0.193  3.561  0.099  0.24
H  -1.910  -0.992  0.985  0.22